1.
The following is a quantum chemistry calculation of a molecular structure, C27H47BBeCl9F6LiN3O10P2S2, from the OMol25 dataset.

Properties
orbital gap	0.9032	eV
E_HOMO	-0.190	Eh
E	-8240.31022	Eh
E_LUMO	-0.1566	Eh

Geometry as ORCA input:
```
! RIJCOSX wB97M-V def2-TZVPD def2/J DEFGRID3
* xyz -1 1
C 4.21 -1.66 0.95
C 2.87 -1.47 1.79
C 1.56 -1.90 1.01
O 0.76 -0.75 0.57
C -0.29 -1.27 -0.22
C -0.02 -1.62 -1.75
P 1.18 -0.50 -2.67
O 2.51 -1.23 -2.80
C -1.53 -1.72 -2.20
C -1.94 -2.39 -3.56
C -0.76 -3.14 -4.33
N 0.11 -2.27 -5.16
N -2.37 -1.20 -1.32
C -3.80 -1.34 -1.72
C -4.84 -0.84 -0.62
C -6.22 -0.39 -1.25
C -7.40 -0.22 -0.19
S -6.86 0.07 1.55
O -8.08 0.50 2.29
O -6.41 -1.19 2.24
O -5.76 1.27 1.74
C -1.74 -0.58 -0.12
C -1.79 1.00 0.08
C -2.35 1.82 -1.15
C -1.42 1.71 -2.46
O -2.67 3.19 -0.92
C -2.06 3.79 0.22
C -0.48 3.99 0.12
C 0.24 3.98 1.46
C 1.72 4.20 1.51
C 2.45 4.38 0.21
C 1.77 4.39 -1.14
C 0.28 4.21 -1.14
P -2.28 -1.21 1.62
S -1.32 -0.36 3.08
H 4.47 -0.70 0.42
H 4.19 -2.55 0.25
H 5.05 -1.87 1.69
H 2.98 -2.15 2.70
H 2.74 -0.42 2.19
H 1.88 -2.49 0.09
H 0.98 -2.59 1.70
H -0.53 -2.31 0.20
H 0.43 -2.65 -1.83
H 1.44 0.62 -1.80
H 0.67 0.00 -3.91
H -2.79 -3.13 -3.48
H -2.31 -1.56 -4.25
H -1.26 -3.87 -5.05
H -0.14 -3.75 -3.61
H -0.25 -1.32 -5.26
H 1.08 -2.27 -4.83
H -4.04 -2.44 -1.90
H -4.00 -0.75 -2.68
H -4.96 -1.69 0.13
H -4.40 0.04 -0.08
H -6.11 0.61 -1.77
H -6.56 -1.23 -1.99
H -8.12 -1.13 -0.17
H -8.04 0.67 -0.48
H -5.49 1.67 0.89
H -2.48 1.21 0.96
H -0.72 1.32 0.32
H -3.32 1.31 -1.46
H -1.68 0.81 -3.09
H -1.66 2.61 -3.11
H -0.33 1.76 -2.16
H -2.37 3.34 1.22
H -2.47 4.86 0.27
H -0.32 3.84 2.44
H 2.22 4.22 2.52
H 3.56 4.52 0.26
H 2.40 4.53 -2.06
H -0.28 4.21 -2.12
H -2.12 -2.62 1.76
H -3.68 -0.95 1.84
C 1.54 5.87 6.03
C 2.91 6.17 5.45
O 2.93 5.82 4.07
H 1.29 4.79 5.90
H 1.50 6.12 7.09
H 0.76 6.43 5.50
H 3.68 5.59 5.96
H 3.15 7.23 5.55
H 2.25 6.34 3.63
C 5.50 -5.83 1.36
Cl 5.84 -7.42 1.99
Cl 6.48 -5.44 -0.04
Cl 3.78 -5.74 0.91
Cl 5.80 -4.75 2.71
C 6.51 4.95 2.82
Cl 4.96 5.03 1.96
Cl 7.80 5.60 1.79
Cl 6.40 5.92 4.31
Cl 6.87 3.27 3.24
F 0.09 3.92 5.35
Cl -6.77 -1.69 -3.79
Be 4.54 -6.59 4.23
N -6.40 -3.73 -6.67
O -5.51 -4.34 -6.05
O -6.19 -2.57 -7.06
O -7.49 -4.27 -6.89
Li -7.76 -2.44 0.63
B 10.18 -6.48 -0.96
F 9.89 -7.21 -2.16
F 9.35 -6.98 0.10
F 11.55 -6.65 -0.62
F 9.90 -5.10 -1.17
F 3.76 -4.77 4.31
*
```



2.
The following is a quantum chemistry calculation of a molecular structure, C17H22N2O9S2, from the OMol25 dataset.

Properties
orbital gap	8.4227	eV
E_HOMO	-0.313	Eh
E	-2244.06480	Eh
E_LUMO	-0.0030	Eh

Geometry as ORCA input:
```
! RIJCOSX wB97M-V def2-TZVPD def2/J DEFGRID3
* xyz 0 1
O -0.48 -2.68 0.32
S -1.24 -2.42 -0.88
O -2.50 -3.09 -0.90
O -0.39 -2.84 -2.15
C -1.36 -0.66 -1.00
C -2.23 -0.13 -2.15
C -3.63 0.33 -1.70
C -4.55 -0.87 -1.51
C -5.01 -1.20 -0.19
C -5.80 -2.29 0.00
C -6.15 -3.10 -1.10
N -6.88 -4.22 -1.09
S -7.00 -4.73 -2.59
N -6.13 -3.60 -3.37
C -5.72 -2.77 -2.42
C -4.90 -1.62 -2.59
H -0.50 -3.80 -2.20
H -0.35 -0.31 -1.19
H -1.69 -0.21 -0.07
H -1.75 0.77 -2.52
H -2.29 -0.81 -3.00
H -4.06 1.01 -2.42
H -3.55 0.79 -0.71
H -4.72 -0.59 0.65
H -6.13 -2.58 0.99
H -4.55 -1.36 -3.57
C 0.74 3.88 1.85
C 0.61 2.62 1.02
C 1.92 2.01 0.59
O 1.57 1.38 -0.65
C 0.51 2.04 -1.17
O 0.10 1.90 -2.27
O -0.02 2.88 -0.25
H 0.82 4.75 1.20
H -0.13 4.02 2.48
H 1.62 3.83 2.49
H 0.00 1.88 1.55
H 2.30 1.28 1.31
H 2.70 2.75 0.40
C 7.17 0.34 0.85
C 6.42 1.02 1.97
C 6.54 0.36 3.32
O 5.29 0.68 3.94
C 4.39 0.87 2.96
O 3.21 0.95 3.13
O 4.99 0.96 1.76
H 6.57 -0.45 0.40
H 7.42 1.05 0.06
H 8.11 -0.09 1.22
H 6.70 2.08 2.03
H 7.37 0.75 3.91
H 6.63 -0.73 3.25
*
```



3.
The following is a quantum chemistry calculation of 2 unconnected molecules or ions with the total composition C3H9N2, from the OMol25 dataset.

Properties
orbital gap	7.4241	eV
E_HOMO	-0.467	Eh
E	-228.91388	Eh
E_LUMO	-0.1940	Eh
energy relative to the best compared isomer or geometry (same formula, charge and spin)	45.8	kcal/mol

Geometry as ORCA input:
```
! RIJCOSX wB97M-V def2-TZVPD def2/J DEFGRID3
* xyz 1 1
C -1.28 1.86 0.10
N -0.03 1.73 0.21
H -1.93 1.01 -0.09
H -1.72 2.85 0.18
H 0.48 2.60 0.38
H 0.49 0.80 0.25
C 1.38 -0.89 0.55
C 0.28 -1.56 0.17
N -0.12 -1.78 -1.13
H 2.19 -0.63 -0.13
H 1.61 -0.73 1.60
H -0.33 -2.02 0.93
H 0.02 -1.05 -1.81
H -1.04 -2.19 -1.21
*
```



4.
The following is a quantum chemistry calculation of a single C4H8O2 molecule, from the OMol25 dataset.

Properties
orbital gap	10.7588	eV
E_HOMO	-0.363	Eh
E	-307.68169	Eh
E_LUMO	0.0320	Eh
energy relative to the best compared isomer or geometry (same formula, charge and spin)	19.3	kcal/mol

Geometry as ORCA input:
```
! RIJCOSX wB97M-V def2-TZVPD def2/J DEFGRID3
* xyz 0 1
C 2.10 -0.14 -0.17
C 0.68 0.38 -0.17
O 0.48 1.56 0.04
C -0.49 -0.57 -0.39
C -1.67 -0.16 0.51
O -2.23 1.07 0.14
H 2.52 0.04 0.83
H 2.20 -1.20 -0.42
H 2.70 0.46 -0.87
H -0.81 -0.49 -1.44
H -0.18 -1.61 -0.23
H -1.33 -0.15 1.55
H -2.47 -0.90 0.43
H -1.50 1.71 0.19
*
```